Density functional theory data (wB97M-V/def2-TZVPD) for 5 unconnected molecules or ions with the total composition C19H37O13PS in a non-equilibrium geometry.

Structure (ORCA input):
```
! RIJCOSX wB97M-V def2-TZVPD def2/J DEFGRID3
* xyz 0 1
O 4.180 -4.485 5.072
C 3.750 -3.473 5.542
O 4.385 -2.300 5.711
C 3.381 -1.253 5.690
C 2.137 -2.059 5.344
P 0.521 -1.502 6.046
O -0.268 -0.813 4.832
O -0.285 -2.852 6.352
S 0.703 -0.387 7.579
O 2.458 -3.277 6.002
H 3.431 -0.809 6.671
H 3.616 -0.509 4.947
H 2.133 -2.140 4.253
H 0.061 -1.214 4.014
H -0.345 -3.342 5.524
C -5.181 0.646 1.426
C -4.359 -0.100 2.455
O -2.992 -0.212 2.038
C -2.084 0.752 2.251
C -2.544 2.120 2.688
O -0.928 0.517 2.021
H -4.832 1.667 1.295
H -6.231 0.671 1.724
H -5.103 0.155 0.458
H -4.429 0.351 3.446
H -4.713 -1.125 2.558
H -2.691 2.740 1.804
H -1.764 2.557 3.306
H -3.457 2.113 3.277
C 6.697 -4.172 3.171
C 7.715 -5.025 2.446
O 8.957 -4.340 2.260
C 9.930 -4.314 3.189
C 9.623 -4.777 4.595
O 10.999 -3.862 2.896
H 7.027 -3.918 4.178
H 5.746 -4.691 3.246
H 6.545 -3.234 2.635
H 7.874 -5.985 2.940
H 7.359 -5.248 1.442
H 9.323 -3.917 5.191
H 10.531 -5.200 5.017
H 8.854 -5.543 4.655
C -5.337 3.591 -4.352
C -4.117 3.911 -3.516
O -4.412 3.861 -2.111
C -4.366 2.733 -1.399
C -4.272 1.408 -2.120
O -4.468 2.796 -0.201
H -5.693 2.576 -4.174
H -5.106 3.695 -5.411
H -6.155 4.268 -4.102
H -3.272 3.274 -3.760
H -3.800 4.933 -3.710
H -5.278 1.020 -2.275
H -3.719 0.715 -1.491
H -3.753 1.461 -3.073
C -3.057 3.713 -9.981
C -1.834 4.009 -9.138
O -2.124 3.945 -7.738
C -2.094 2.806 -7.030
C -2.028 1.481 -7.752
O -2.187 2.867 -5.836
H -3.422 2.699 -9.817
H -2.827 3.829 -11.040
H -3.867 4.394 -9.722
H -0.992 3.363 -9.388
H -1.506 5.031 -9.315
H -3.042 1.112 -7.901
H -1.486 0.779 -7.124
H -1.514 1.520 -8.709
*
```

Output
SMILES: O=C1OC[C@H](P(O)(O)=S)O1.CCOC(C)=O.CCOC(C)=O.CCOC(C)=O.CCOC(C)=O
Electronic energy: -67046.1315 eV



Density functional theory data (wB97M-V/def2-TZVPD) for 16 unconnected molecules or ions with the total composition C19H38BCl32FINO4P2 in a non-equilibrium geometry.

Structure (ORCA input):
```
! RIJCOSX wB97M-V def2-TZVPD def2/J DEFGRID3
* xyz 0 1
C 1.052 0.347 -1.013
C -0.438 0.818 -0.421
B -1.343 1.307 -1.741
O -0.555 1.615 -2.983
P -3.260 1.457 -1.752
Cl -3.348 1.213 0.392
I -3.070 1.818 -4.224
C -4.308 -0.163 -2.024
O -3.875 -1.246 -1.368
N -5.534 -0.072 -2.904
C -5.464 -0.977 -4.114
O -5.982 -0.483 -5.270
F -4.918 -2.353 -4.162
P -4.402 3.307 -1.562
O -4.459 4.157 -3.121
Cl -3.323 4.597 -0.201
H 1.575 1.279 -1.496
H 0.814 -0.428 -1.879
H 1.698 -0.212 -0.207
H -0.302 1.675 0.365
H -0.888 -0.173 0.069
H -0.292 0.765 -3.451
H -6.427 -0.169 -2.373
H -5.419 4.168 -3.435
C -0.756 -2.489 2.112
Cl -0.157 -3.939 1.297
Cl 0.382 -1.148 1.943
H -1.713 -2.202 1.670
H -0.892 -2.709 3.174
C 4.596 -1.105 -1.230
Cl 3.582 -1.382 0.191
Cl 3.948 0.201 -2.229
H 5.603 -0.835 -0.902
H 4.635 -2.021 -1.824
C 0.835 -7.758 1.393
Cl 0.806 -7.124 3.043
Cl 1.377 -6.526 0.248
H 1.519 -8.609 1.351
H -0.173 -8.080 1.118
C -0.665 -11.127 0.270
Cl -0.694 -10.493 1.920
Cl -0.123 -9.895 -0.876
H 0.019 -11.978 0.228
H -1.673 -11.450 -0.005
C -0.304 3.847 3.179
Cl 0.866 3.054 2.116
Cl -1.790 2.900 3.308
H 0.136 3.956 4.173
H -0.544 4.832 2.772
C 1.896 -0.938 5.515
Cl 0.882 -1.215 6.936
Cl 1.248 0.368 4.516
H 2.903 -0.668 5.844
H 1.935 -1.854 4.922
C -1.707 8.020 0.411
Cl -1.686 6.639 1.514
Cl -3.351 8.374 -0.134
H -1.307 8.896 0.929
H -1.085 7.791 -0.458
C 3.393 5.910 2.938
Cl 3.414 4.529 4.041
Cl 1.749 6.264 2.393
H 3.793 6.786 3.456
H 4.015 5.680 2.069
C 2.161 2.328 -4.989
Cl 2.454 2.865 -3.331
Cl 0.684 3.049 -5.640
H 3.007 2.624 -5.614
H 2.059 1.240 -4.998
C -4.056 -2.971 -7.507
Cl -3.457 -4.420 -8.322
Cl -2.918 -1.629 -7.676
H -5.013 -2.683 -7.949
H -4.192 -3.190 -6.445
C -2.856 -3.830 5.430
Cl -2.257 -5.280 4.614
Cl -1.718 -2.488 5.260
H -3.813 -3.543 4.987
H -2.992 -4.050 6.492
C -1.619 10.579 -3.101
Cl -0.739 9.655 -1.878
Cl -1.257 9.990 -4.727
H -2.692 10.481 -2.917
H -1.328 11.630 -3.030
C 3.149 -9.485 -3.319
Cl 3.193 -10.453 -1.840
Cl 4.777 -9.211 -3.949
H 2.560 -10.014 -4.072
H 2.685 -8.520 -3.099
C 1.132 5.957 7.282
Cl 2.777 5.410 6.935
Cl 0.038 5.571 5.948
H 0.776 5.463 8.188
H 1.142 7.040 7.431
C 7.081 -1.260 1.506
Cl 7.961 -2.185 2.728
Cl 7.443 -1.850 -0.121
H 6.008 -1.359 1.689
H 7.372 -0.209 1.577
*
```

Output
Electronic energy: -460785.0659 eV



Density functional theory data (wB97M-V/def2-TZVPD) for a molecular structure, C19H38HfSb2Si.

Structure (ORCA input):
```
! RIJCOSX wB97M-V def2-TZVPD def2/J DEFGRID3
* xyz 0 1
Hf 0.084 0.841 0.076
C -4.177 2.195 2.447
Sb -2.259 1.296 2.103
C -2.925 0.037 0.460
C -1.685 2.901 0.654
H -4.637 2.499 1.508
H -4.055 3.060 3.096
H -4.811 1.466 2.951
H -3.882 -0.403 0.739
H -2.209 -0.776 0.299
H -3.063 0.626 -0.448
H -2.559 3.506 0.421
H -1.372 2.496 -0.320
H -0.897 3.544 1.049
C -3.366 -0.462 -3.882
C -2.229 -1.414 -3.530
Sb -0.508 -0.544 -2.605
C 0.581 0.119 -4.323
C 0.035 1.369 -5.005
C 0.529 -2.412 -2.482
C -0.058 -3.341 -1.433
H -4.202 -0.997 -4.336
H -3.048 0.305 -4.590
H -3.747 0.048 -2.995
H -1.836 -1.917 -4.416
H -2.570 -2.184 -2.838
H 0.593 -0.732 -5.008
H 1.605 0.273 -3.975
H -0.974 1.207 -5.389
H 0.661 1.662 -5.850
H -0.006 2.216 -4.319
H 1.571 -2.176 -2.263
H 0.483 -2.853 -3.482
H 0.007 -2.871 -0.453
H 0.480 -4.290 -1.400
H -1.108 -3.570 -1.634
C 0.773 -0.616 1.038
C 1.546 -1.503 1.893
C 1.203 -2.842 2.141
C 1.968 -3.647 2.970
C 3.102 -3.146 3.596
C 3.455 -1.820 3.375
C 2.696 -1.019 2.540
H 0.310 -3.254 1.688
H 1.672 -4.677 3.135
H 3.696 -3.774 4.247
H 4.336 -1.408 3.854
H 2.992 0.009 2.363
C 3.827 1.647 -0.976
Si 2.200 2.521 -0.563
C 1.791 3.568 -2.105
C 2.595 3.796 0.795
H 4.653 2.358 -1.074
H 3.746 1.098 -1.918
H 4.084 0.923 -0.201
H 2.554 4.335 -2.271
H 0.827 4.078 -2.023
H 1.761 2.943 -3.002
H 3.590 4.221 0.634
H 2.582 3.361 1.796
H 1.879 4.622 0.780
*
```

Output
Energy above the lowest of the compared OMol25 structures with the same formula, charge and spin: 14.6 kcal per mole